1.
Entry from the Open Molecules 2025 dataset: a molecular structure, C27H28N3O2OsP in a non-equilibrium geometry (ωB97M-V with the def2-TZVPD basis set).

CARTESIAN COORDINATES (ANGSTROEM)
1 N -1.5044 4.3436 -1.8285
2 C -0.3705 4.5217 -1.6426
3 C 1.0465 4.7372 -1.4451
4 H 1.2566 5.8144 -1.5040
5 H 1.5914 4.1724 -2.2117
6 H 1.3295 4.3509 -0.4595
7 N 5.2493 -1.4761 -2.2000
8 C 5.3127 -2.6025 -1.9109
9 C 5.5364 -4.0082 -1.6013
10 H 6.3801 -4.3406 -2.2153
11 H 4.6571 -4.6209 -1.8398
12 H 5.7887 -4.1501 -0.5432
13 N -3.9641 -1.6507 -0.7401
14 C -4.0794 -2.7264 -1.1885
15 C -4.5546 -4.0320 -1.6113
16 H -4.1357 -4.8273 -0.9872
17 H -4.3152 -4.2352 -2.6606
18 H -5.6433 -4.0358 -1.4750
19 Os 0.4144 -0.2788 -1.3308
20 C 0.3804 -2.0363 -0.4806
21 O 0.2301 -3.1239 -0.0951
22 C 1.8831 0.6032 -0.3999
23 O 2.7674 1.1447 0.1241
24 C 0.8263 0.9359 -3.0989
25 C -0.5476 0.9830 -2.8411
26 C -1.2734 -0.2203 -2.7790
27 C -0.6233 -1.4423 -2.9461
28 C 0.7525 -1.4579 -3.1630
29 C 1.5078 -0.2905 -3.1651
30 H 1.3537 1.8743 -3.2107
31 H -1.0222 1.9485 -2.6010
32 H -2.3402 -0.2097 -2.5685
33 H -1.1737 -2.3752 -2.8645
34 H 1.2378 -2.4130 -3.3281
35 H 2.5948 -0.3415 -3.2180
36 C -2.6645 0.7228 0.8381
37 P -0.8904 0.4453 0.7339
38 C -0.3693 2.0399 1.5557
39 C -1.1016 3.2176 1.2969
40 C -0.7815 4.4245 1.9220
41 C 0.3168 4.4963 2.7896
42 C 1.0298 3.3290 3.0800
43 C 0.6637 2.1101 2.5003
44 C -0.6839 -0.7976 2.0827
45 C -1.7441 -1.4569 2.7412
46 C -1.4697 -2.3709 3.7777
47 C -0.1490 -2.5693 4.2211
48 C 0.9031 -1.8996 3.5778
49 C 0.6421 -1.0762 2.4753
50 H -2.9736 1.5127 0.1447
51 H -2.7824 1.0745 1.8731
52 H -3.2693 -0.1791 0.6467
53 H -1.9475 3.2152 0.6117
54 H -1.3718 5.3194 1.7045
55 H 0.6068 5.4459 3.2510
56 H 1.8936 3.3530 3.7478
57 H 1.1705 1.2017 2.8061
58 H -2.7907 -1.2819 2.4692
59 H -2.2903 -2.9323 4.2470
60 H 0.0762 -3.2380 5.0615
61 H 1.9404 -2.0414 3.9141
62 H 1.4874 -0.5991 1.9612

Forces on the atoms, in the same order (eV/Å):
1.45 -0.22 0.53
-1.80 -0.21 -0.37
0.28 0.05 0.04
0.18 -0.36 -0.07
0.09 0.45 0.13
0.11 0.20 -0.12
-0.63 -1.62 0.57
0.16 1.71 -0.44
0.06 -0.34 0.03
-0.14 -0.09 0.15
0.26 0.21 -0.01
-0.01 0.13 -0.28
0.69 -2.14 -1.09
-0.64 2.14 1.23
-0.02 -0.46 -0.23
0.01 0.16 -0.09
-0.10 0.07 0.20
0.19 0.00 -0.13
3.46 0.14 2.43
-1.11 -5.76 3.20
0.82 3.92 -1.69
3.06 2.26 2.30
-2.98 -1.96 -1.90
0.19 1.90 -0.48
-1.45 1.26 -1.02
-2.30 1.14 -0.11
-0.38 -1.02 -0.68
0.44 -2.12 -2.20
1.11 -0.19 -1.26
0.22 -0.05 0.13
0.11 -0.40 -0.52
0.09 -0.01 0.00
0.00 0.14 -0.13
0.15 -0.06 0.21
-0.01 0.10 -0.18
-0.51 0.12 0.16
-1.47 0.74 1.85
1.45 -1.06 1.08
-0.58 -0.49 -0.76
1.43 1.68 1.35
-1.22 0.90 -0.57
0.65 0.99 0.67
-1.57 -1.57 -1.75
1.60 0.40 -0.16
-0.21 0.88 -1.05
1.29 -1.43 1.67
-0.54 -0.06 0.06
0.18 -1.47 1.53
-1.50 1.29 -1.41
-0.11 -0.29 0.07
-0.46 0.00 -0.26
0.30 0.38 -0.18
0.16 0.05 0.13
0.17 -0.29 0.07
-0.15 -0.35 -0.16
-0.23 0.11 -0.09
0.11 0.34 0.04
0.40 -0.03 0.04
0.34 0.33 -0.19
-0.22 0.27 -0.39
-0.49 0.01 -0.08
-0.34 -0.39 0.19

Results
Orbital gap (alpha / beta), eV: 6.20 / 3.60
Expectation value of S²: 6.047
E_HOMO (alpha / beta), eV: -18.359 / -19.998
LUMO energy (alpha / beta), eV: -12.16 / -16.40
Total charge: +4
Spin multiplicity: 5
DFT total energy, hartree: -1790.61090
Energy relative to the best compared isomer or geometry (same formula, charge and spin), kcal/mol: 8.14

In the Mulliken picture, each atom carries the following charge in e: -0.53 0.60 -0.74 0.37 0.25 0.19 -0.43 0.40 -0.80 0.30 0.27 0.29 -0.47 0.47 -1.02 0.31 0.32 0.34 1.22 0.44 -0.34 0.49 -0.35 -0.28 -0.45 -0.26 -0.89 -0.33 -0.64 0.60 0.46 0.57 0.65 0.55 0.67 -1.94 0.99 1.24 -0.59 -0.64 -0.63 -0.64 -0.13 0.75 -0.44 -0.63 -0.75 -0.68 -0.15 0.47 0.69 0.42 0.33 0.49 0.49 0.51 0.28 0.46 0.51 0.48 0.50 0.38

---

2.
Entry from the Open Molecules 2025 dataset: 2 unconnected molecules or ions with the total composition C4H10O2 in a non-equilibrium geometry (ωB97M-V with the def2-TZVPD basis set).

CARTESIAN COORDINATES (ANGSTROEM)
1 O -0.8658 0.7476 -1.2897
2 C -1.7615 -0.1437 -1.1863
3 C -1.9808 -1.0230 -0.0466
4 C -0.7650 -1.2496 0.8187
5 C -1.2120 -2.0578 2.1426
6 H -1.9034 -0.7368 -2.1965
7 H -2.8682 -0.6272 0.5825
8 H -2.3997 -1.9265 -0.5271
9 H 0.0378 -2.0914 0.4741
10 H -0.2601 -0.3247 0.9911
11 H -0.8023 -3.0339 2.0356
12 H -2.2734 -1.8649 2.3771
13 H -0.8497 -1.6789 3.1798
14 H 4.8406 3.3574 -1.5154
15 H 6.0516 2.9080 -0.5922
16 O 5.2086 3.3604 -0.6077

Forces on the atoms, in the same order (eV/Å):
-3.66 -2.06 1.03
5.71 0.90 -4.01
-2.49 -0.18 1.23
1.18 -3.63 1.63
0.31 3.16 1.57
-0.97 1.55 1.16
1.37 -0.46 -0.68
0.30 0.06 0.66
-1.82 2.60 -0.39
0.35 0.47 0.25
-0.74 -1.05 0.22
0.06 -1.13 -0.75
0.39 -0.23 -1.92
0.68 -0.20 0.82
0.08 -0.13 -0.40
-0.76 0.34 -0.41

Results
SMILES: CCCC=O.O
Orbital gap, eV: 10.28
E_HOMO, eV: -9.774
LUMO energy, eV: 0.51
Spin multiplicity: 1
DFT total energy, hartree: -308.79715
Energy relative to the best compared isomer or geometry (same formula, charge and spin), kcal/mol: 63.38

In the Mulliken picture, each atom carries the following charge in e: -0.48 0.07 -0.43 -0.33 -0.97 0.19 0.25 0.27 0.21 0.34 0.28 0.33 0.27 0.33 0.32 -0.65

---

3.
Entry from the Open Molecules 2025 dataset: a single C4H4 molecule in a non-equilibrium geometry (ωB97M-V with the def2-TZVPD basis set).

CARTESIAN COORDINATES (ANGSTROEM)
1 C 2.7272 0.3071 -0.0651
2 C 1.5285 -0.2056 -0.0656
3 C 0.2346 -0.5100 0.1909
4 C -0.9218 0.3309 -0.1245
5 H 0.0551 -1.4117 0.7506
6 H -0.7369 1.2292 0.2772
7 H -1.9376 -0.1789 0.2514
8 H -0.9491 0.4391 -1.2148

Forces on the atoms, in the same order (eV/Å):
-1.91 -0.95 -0.08
0.47 0.84 0.23
2.07 -0.23 0.26
-2.80 -4.30 -1.30
-0.05 -0.47 0.07
0.18 3.57 1.52
2.31 1.41 -0.83
-0.27 0.12 0.13

Results
Orbital gap, eV: 8.42
E_HOMO, eV: -9.810
LUMO energy, eV: -1.39
Spin multiplicity: 1
DFT total energy, hartree: -154.62324
Energy relative to the best compared isomer or geometry (same formula, charge and spin), kcal/mol: 61.02

In the Mulliken picture, each atom carries the following charge in e: -0.43 0.03 -0.05 -0.75 0.34 0.32 0.25 0.28

---

4.
Entry from the Open Molecules 2025 dataset: a molecular structure, C39H50BF4IrN5OSSi (ωB97M-V with the def2-TZVPD basis set).

CARTESIAN COORDINATES (ANGSTROEM)
1 Ir -0.1167 -0.2442 -0.2693
2 C -4.4577 -1.0353 0.6748
3 Si -2.8041 -1.8356 0.9434
4 C -2.7885 -3.1040 2.3122
5 C -2.2667 -2.6947 -0.6174
6 N -1.5836 -0.5845 1.3169
7 C -1.6140 0.2546 2.3461
8 C -2.6459 0.2223 3.3417
9 C -2.6935 1.1255 4.3601
10 C -1.7137 2.1281 4.4506
11 C -0.6741 2.1912 3.5358
12 C -0.6019 1.2689 2.5168
13 O 0.3941 1.2631 1.5943
14 C 1.4524 2.1818 1.6510
15 C 1.5259 3.1082 0.6321
16 C 2.5893 4.0012 0.6256
17 C 3.5525 3.9516 1.6237
18 C 3.4567 3.0033 2.6350
19 C 2.3987 2.1061 2.6542
20 H -5.1174 -1.7263 0.1423
21 H -4.3333 -0.1334 0.0649
22 H -4.9527 -0.7457 1.6037
23 H -3.4325 -3.9454 2.0378
24 H -3.1445 -2.7119 3.2673
25 H -1.7757 -3.4899 2.4626
26 H -3.0201 -3.4488 -0.8774
27 H -1.3135 -3.2190 -0.4867
28 H -2.1988 -2.0079 -1.4666
29 H -3.4175 -0.5285 3.2528
30 H -3.4962 1.0838 5.0838
31 H -1.7704 2.8691 5.2371
32 H 0.0645 2.9779 3.6028
33 H 0.7447 3.1400 -0.1195
34 H 2.6528 4.7438 -0.1592
35 H 4.3745 4.6551 1.6211
36 H 4.2080 2.9591 3.4128
37 H 2.3122 1.3667 3.4415
38 C 3.2583 -5.8259 -3.5911
39 C 1.7724 -5.7034 -3.2133
40 C 0.9120 -5.9143 -4.4637
41 C 1.4175 -6.7835 -2.1806
42 C 1.5553 -4.3157 -2.6241
43 C 1.0747 -3.2474 -3.3705
44 C 0.8209 -2.0328 -2.7650
45 N 1.0409 -1.7939 -1.4659
46 C 1.6171 -2.7836 -0.7593
47 C 1.8569 -4.0358 -1.2935
48 C 1.9555 -2.4917 0.6517
49 C 3.0160 -3.1239 1.2862
50 C 3.2959 -2.8570 2.6210
51 C 2.4380 -1.9633 3.2594
52 C 1.4154 -1.3628 2.5552
53 N 1.1856 -1.5908 1.2593
54 C 4.4922 -3.4584 3.3468
55 C 5.0405 -4.6859 2.6135
56 C 4.0997 -3.8709 4.7732
57 C 5.5858 -2.3781 3.4047
58 H 3.4504 -6.8100 -4.0246
59 H 3.8983 -5.7089 -2.7134
60 H 3.5410 -5.0676 -4.3244
61 H 0.9859 -6.9550 -4.7823
62 H 1.2461 -5.2951 -5.2985
63 H -0.1404 -5.6962 -4.2649
64 H 1.4238 -7.7630 -2.6611
65 H 0.4226 -6.6184 -1.7598
66 H 2.1387 -6.8216 -1.3618
67 H 0.8609 -3.3488 -4.4254
68 H 0.4087 -1.2118 -3.3326
69 H 2.2559 -4.8040 -0.6465
70 H 3.6261 -3.8109 0.7189
71 H 2.5613 -1.7145 4.3051
72 H 0.7402 -0.6828 3.0570
73 H 4.2704 -5.4508 2.4817
74 H 5.8486 -5.1238 3.2008
75 H 5.4556 -4.4293 1.6362
76 H 3.2227 -4.5221 4.7680
77 H 3.8872 -3.0094 5.4083
78 H 4.9238 -4.4179 5.2342
79 H 5.8664 -2.0534 2.4003
80 H 6.4758 -2.7776 3.8960
81 H 5.2481 -1.5036 3.9655
82 F -3.4413 2.1766 -1.0212
83 B -2.4959 2.6144 -0.1018
84 F -1.3149 1.6913 -0.2323
85 F -2.9388 2.4706 1.2142
86 F -2.0091 3.8792 -0.3693
87 C -3.9893 1.7347 -6.5766
88 C -3.7266 0.8193 -5.4284
89 C -4.5237 -0.2227 -5.0609
90 C -4.1380 -0.9863 -3.9422
91 N -3.0319 -0.7462 -3.2590
92 C -2.2475 0.2850 -3.6110
93 S -0.8732 0.7677 -2.7805
94 N -2.6122 1.0410 -4.6992
95 C -4.9930 -2.1109 -3.4523
96 H -4.9067 1.4533 -7.0856
97 H -3.1640 1.6970 -7.2906
98 H -4.0850 2.7651 -6.2285
99 H -5.4279 -0.4428 -5.6075
100 H -2.0189 1.8338 -4.9040
101 H -5.7911 -2.3515 -4.1509
102 H -5.4362 -1.8209 -2.4966
103 H -4.3796 -2.9933 -3.2690

Forces on the atoms, in the same order (eV/Å):
-0.21 -0.27 -0.33
-0.03 0.17 -0.02
0.03 -0.22 -0.02
-0.06 0.00 0.13
0.14 -0.05 -0.08
0.06 0.25 -0.05
-0.08 -0.17 0.00
0.07 -0.05 -0.09
0.07 0.11 0.04
-0.09 -0.06 0.01
0.06 0.10 0.05
-0.18 0.09 -0.06
0.27 -0.35 0.02
-0.08 0.11 -0.11
-0.09 0.13 -0.10
0.00 0.00 0.00
-0.02 -0.03 0.03
0.02 0.03 -0.04
0.07 -0.11 0.10
0.02 0.01 0.04
-0.03 -0.04 0.03
-0.01 0.01 -0.07
0.05 0.03 0.03
0.03 -0.08 -0.03
-0.05 0.01 -0.01
0.04 0.05 0.06
-0.05 0.03 -0.01
0.01 -0.08 0.06
0.02 0.02 0.00
0.02 0.02 -0.01
0.00 -0.02 -0.02
-0.02 -0.03 0.01
0.02 0.00 0.05
0.01 -0.02 0.02
0.00 -0.02 -0.01
-0.01 0.01 0.00
-0.02 0.01 -0.04
-0.01 -0.02 0.00
0.05 0.02 0.02
0.00 0.01 0.01
-0.01 0.03 0.00
0.00 -0.04 0.00
0.02 -0.04 -0.05
-0.02 0.09 0.04
-0.08 -0.20 0.11
0.03 0.03 0.02
0.09 -0.03 -0.02
-0.01 0.02 -0.01
-0.01 -0.07 0.02
0.03 -0.01 0.00
-0.01 0.02 0.03
-0.10 0.01 -0.05
0.11 0.05 0.04
0.00 0.00 -0.01
-0.01 0.00 0.01
-0.01 -0.02 -0.03
0.01 -0.02 0.00
0.00 0.04 0.02
-0.02 0.00 -0.03
-0.01 -0.03 0.02
0.01 0.04 -0.01
-0.03 -0.01 0.03
0.03 -0.02 -0.02
0.02 0.03 0.02
0.03 -0.03 -0.02
-0.05 0.01 -0.02
-0.03 0.02 0.05
-0.05 -0.01 0.04
-0.02 0.01 -0.02
0.01 0.02 0.03
-0.01 -0.02 -0.04
0.04 0.00 -0.04
0.04 0.03 0.00
-0.02 0.01 -0.02
-0.02 -0.01 0.03
0.03 0.00 0.02
-0.01 -0.04 -0.03
-0.02 0.04 -0.01
0.00 0.00 0.03
-0.04 0.02 0.00
0.01 -0.03 -0.03
0.10 0.03 0.11
0.06 -0.09 0.04
-0.27 0.56 0.22
-0.01 0.08 -0.29
-0.12 -0.24 0.04
0.03 0.04 0.01
0.01 0.07 -0.10
-0.08 -0.05 0.02
0.07 -0.01 0.05
0.00 0.00 -0.07
-0.22 -0.07 0.26
0.44 0.09 -0.08
0.02 0.02 0.09
0.01 -0.01 0.02
0.01 0.00 0.00
-0.03 -0.01 0.02
0.00 -0.02 0.01
0.01 0.01 0.01
0.01 0.03 -0.03
0.01 -0.01 0.01
0.01 0.01 -0.03
0.00 0.03 -0.02

Results
Orbital gap (alpha / beta), eV: 7.45 / 6.62
Expectation value of S²: 6.047
E_HOMO (alpha / beta), eV: -10.038 / -10.611
LUMO energy (alpha / beta), eV: -2.59 / -3.99
Total charge: +1
Spin multiplicity: 5
DFT total energy, hartree: -3081.51854
Energy relative to the best compared isomer or geometry (same formula, charge and spin), kcal/mol: 25.14

Results of the Mulliken charge analysis, in e, for atoms 1 through 99: 2.07 -0.82 -0.30 -1.08 -0.34 0.22 0.96 -0.53 -1.28 -0.85 -0.82 0.44 1.23 -0.19 -0.26 -0.77 -0.66 -0.98 -0.10 0.37 0.25 0.37 0.39 0.36 0.31 0.51 -0.05 -0.14 0.24 0.44 0.43 0.56 0.33 0.45 0.43 0.43 0.54 -1.56 2.06 -1.86 -1.72 0.47 -0.87 -0.78 -0.17 -0.38 -0.41 0.14 -0.71 0.81 -1.22 -1.03 0.25 2.22 -2.02 -1.73 -1.57 0.43 0.35 0.37 0.45 0.37 0.41 0.46 0.36 0.37 0.39 0.58 0.47 0.61 0.37 0.42 0.44 0.46 0.36 0.39 0.34 0.47 0.36 0.42 0.38 -0.35 -0.06 -0.25 -0.34 -0.33 -1.44 0.85 -1.07 0.93 0.16 -0.14 -0.65 0.07 -1.15 0.37 0.36 0.36 0.40